The following is a quantum chemistry calculation of a molecular structure, C28H39AsBrGaN5O4S2, from the Open Molecules 2025 dataset.

The geometry in XYZ format:
```
81
Properties=species:S:1:pos:R:3:forces:R:3
Ga -0.9409 -0.2536 0.9158 0.0910 0.0564 -0.0471
Br -2.3757 -1.9482 4.1018 0.0035 0.0003 0.0040
C -3.4677 -1.7015 2.5850 0.0013 0.0356 -0.0271
C -4.7314 -2.2709 2.6116 -0.0073 -0.0038 0.0008
C -5.5440 -2.1174 1.5045 -0.0050 -0.0053 0.0060
C -5.0624 -1.4140 0.4128 0.0023 0.0033 -0.0044
C -3.7898 -0.8872 0.4770 0.0030 0.0000 0.0199
N -2.9951 -1.0080 1.5562 -0.0354 -0.0424 0.0272
C -3.2241 -0.1551 -0.7259 0.0175 0.0415 0.0242
O -3.9161 -0.0069 -1.7083 -0.0068 -0.0234 -0.0217
O -2.0057 0.2572 -0.5947 0.0264 -0.0290 0.0221
H -5.0520 -2.8207 3.4834 0.0005 -0.0002 0.0007
H -6.5352 -2.5504 1.4931 -0.0008 0.0009 0.0011
H -5.6327 -1.2659 -0.4922 -0.0002 0.0019 0.0001
O 0.8977 -1.9739 -6.4162 0.0319 -0.0087 0.0203
C 1.6669 -1.9175 -5.3130 -0.0570 -0.0420 -0.0407
O 2.8221 -1.5960 -5.3921 0.0189 0.0326 0.0174
C 1.0089 -2.2135 -4.0065 0.0470 -0.0209 0.0388
C -0.2894 -1.8056 -3.7222 -0.0061 0.0731 -0.0334
C -0.7953 -1.9092 -2.4367 0.0271 0.0041 0.0689
C -0.0096 -2.4339 -1.4109 0.0190 0.0125 -0.0067
S -0.5467 -2.4958 0.2786 -0.1171 -0.0230 -0.0851
C 1.2527 -2.9422 -1.7304 0.0155 -0.0111 -0.0468
C 1.7673 -2.8139 -3.0073 0.0066 0.0281 0.0024
H 0.0403 -2.3687 -6.2129 -0.0010 0.0104 0.0013
H -0.9060 -1.3443 -4.4864 0.0077 -0.0029 0.0047
H -1.7912 -1.5495 -2.2356 -0.0274 -0.0043 -0.0019
H 1.8396 -3.4268 -0.9607 -0.0418 -0.0265 -0.0664
H 2.7678 -3.1565 -3.2393 -0.0046 -0.0162 -0.0012
N 0.6192 0.5484 -0.2346 0.0065 0.0347 0.0550
C 1.2758 0.5643 -1.1914 0.0144 -0.0352 -0.0542
N 2.0050 0.6135 -2.2606 -0.0082 0.0261 0.0384
C 3.4466 0.2749 -2.2331 -0.0379 -0.0090 0.0157
C 4.2134 1.2858 -3.0862 -0.0060 0.0069 -0.0218
C 3.5789 2.6673 -2.9527 0.0093 -0.0066 0.0046
C 2.1857 2.6800 -3.5992 -0.0043 -0.0053 -0.0052
C 1.5103 1.3109 -3.4629 -0.0349 -0.0292 -0.0776
H 3.5790 -0.7411 -2.6047 -0.0090 -0.0310 -0.0097
H 3.7743 0.3197 -1.1931 -0.0086 0.0181 -0.0041
H 4.2091 0.9669 -4.1309 -0.0121 -0.0045 0.0023
H 5.2546 1.2909 -2.7649 0.0049 -0.0015 0.0055
H 4.2093 3.4303 -3.4069 0.0044 -0.0083 -0.0046
H 3.4997 2.9209 -1.8909 0.0027 0.0052 -0.0024
H 2.2693 2.9100 -4.6626 -0.0141 0.0051 0.0019
H 1.5661 3.4588 -3.1529 0.0057 -0.0046 0.0159
H 1.7477 0.6685 -4.3120 0.0155 0.0179 0.0326
H 0.4262 1.3793 -3.3935 -0.0010 0.0035 -0.0017
C -2.5984 2.4154 1.0690 0.0120 -0.0017 0.0007
C -3.0286 3.7159 1.7905 -0.0040 0.0017 -0.0055
N -2.0893 4.0565 2.8523 -0.0012 -0.0036 0.0063
C -0.7438 4.0797 2.2924 0.0070 -0.0019 0.0014
C -0.3296 2.6715 1.8034 -0.0089 -0.0062 -0.0027
N -1.5016 1.7450 1.8311 -0.0131 0.0217 -0.0189
C -1.9897 1.6201 3.2369 0.0075 -0.0126 -0.0107
C -2.1482 3.0191 3.8746 0.0003 0.0001 0.0026
H -2.2343 2.6044 0.0620 0.0016 -0.0082 -0.0097
H -3.4363 1.7255 0.9958 -0.0050 -0.0145 -0.0057
H -4.0190 3.6052 2.2342 -0.0008 -0.0007 -0.0003
H -3.0791 4.5419 1.0807 -0.0006 0.0009 0.0001
H -0.0508 4.4372 3.0546 0.0038 0.0019 -0.0042
H -0.7282 4.7971 1.4709 -0.0046 0.0003 -0.0006
H 0.4511 2.2408 2.4272 0.0015 -0.0027 0.0108
H 0.0413 2.6975 0.7815 0.0088 -0.0059 0.0068
H -1.3028 1.0039 3.8103 0.0243 -0.0187 -0.0008
H -2.9441 1.0954 3.1921 -0.0026 -0.0023 -0.0001
H -1.3548 3.2083 4.5990 0.0004 0.0005 -0.0015
H -3.0995 3.0888 4.4030 0.0006 -0.0005 0.0016
C 3.1598 -1.7750 4.1233 -0.0057 0.0014 0.0004
As 1.8992 -1.9936 2.6897 0.0045 -0.0825 -0.0558
C 1.1502 -3.7413 2.9574 -0.0294 -0.0145 0.0471
C 2.9427 -1.9146 1.0827 0.0058 0.0586 -0.0057
S 0.5596 -0.3540 2.8903 -0.0818 0.0541 0.0091
H 3.8979 -2.5752 4.0822 -0.0020 0.0010 -0.0006
H 2.6260 -1.8120 5.0705 0.0014 -0.0012 -0.0001
H 3.6494 -0.8093 4.0209 0.0014 0.0011 -0.0011
H 1.9214 -4.4804 2.7420 0.0115 -0.0026 0.0097
H 0.2993 -3.8818 2.2980 0.0656 -0.0089 0.0502
H 0.8487 -3.8152 4.0006 0.0017 -0.0036 0.0153
H 3.5199 -2.8322 0.9742 0.0023 -0.0025 -0.0006
H 3.6134 -1.0618 1.1762 0.0141 0.0012 0.0038
H 2.2758 -1.7819 0.2351 0.0475 0.0272 0.0907
```
Forces are in eV/Å.

As for the net charge: +1. As for the HOMO-LUMO gap: 8.2 eV. As for the energy above the lowest of the compared OMol25 structures with the same formula, charge and spin: 0.0 kcal per mole. The HOMO energy comes out at -10.69 eV. The total energy is -250235.459 eV. The value obtained for the molecular weight is 798.33 g/mol.